Record 1
Formula: C4H8
Source: OMol25
Level of theory: ωB97M-V/def2-TZVPD

**<S²>**: 0.75
**Net charge**: -1
**Multiplicity**: 2
**LUMO (spin up / spin down)**: 4.70 / 4.48 eV
**Highest occupied orbital energy (spin up / spin down)**: 1.5 / -3.6 eV

Positions of all 12 atoms, in Å:
C (0.029, 1.499, 0.759)
C (-0.558, 0.270, 0.066)
C (0.452, -0.798, -0.078)
C (0.254, -1.921, -0.861)
H (0.536, 1.308, 1.648)
H (0.551, 2.087, 0.019)
H (-0.779, 2.229, 1.004)
H (-0.897, 0.618, -0.917)
H (-1.420, -0.082, 0.650)
H (1.463, -0.478, 0.175)
H (1.028, -2.674, -1.027)
H (-0.661, -2.059, -1.437)



Record 2
Formula: C4H7NO
Source: OMol25
Level of theory: ωB97M-V/def2-TZVPD

**Multiplicity**: 1
**LUMO**: 0.73 eV
**SMILES**: N#CCCCO
**Highest occupied orbital energy**: -10.9 eV

Positions of all 13 atoms, in Å:
N (-2.428, 1.766, -0.303)
C (-1.855, 0.801, -0.019)
C (-1.086, -0.401, 0.314)
C (0.061, -0.641, -0.679)
C (1.252, 0.203, -0.223)
O (1.518, -0.092, 1.145)
H (-0.609, -0.261, 1.291)
H (-1.759, -1.256, 0.404)
H (0.328, -1.703, -0.680)
H (-0.227, -0.380, -1.705)
H (2.144, -0.025, -0.815)
H (1.003, 1.264, -0.364)
H (1.659, 0.725, 1.634)



Record 3
Formula: C11H25BN3O4
Source: OMol25
Level of theory: ωB97M-V/def2-TZVPD

**Net charge**: +1
**Multiplicity**: 1
**LUMO**: -3.30 eV
**SMILES**: C[C@H](O)CON1C[C@@H](CC=O)[NH2+]C[C@@H]1B(O)N(C)C
**Highest occupied orbital energy**: -12.0 eV

Positions of all 44 atoms, in Å:
C (3.209, 3.100, 1.193)
C (2.700, 1.720, 0.824)
O (3.457, 1.186, -0.252)
C (1.228, 1.831, 0.385)
O (0.383, 0.910, 1.117)
N (-0.641, 0.473, 0.268)
C (-1.880, 1.183, 0.538)
C (-3.130, 0.397, 0.193)
C (-3.351, 0.098, -1.296)
C (-2.665, 1.105, -2.216)
O (-1.597, 0.921, -2.639)
N (-3.158, -0.862, 1.027)
C (-1.786, -1.449, 1.292)
C (-0.753, -0.971, 0.288)
B (0.677, -1.683, 0.485)
O (0.851, -2.460, 1.640)
N (1.741, -1.530, -0.419)
C (2.676, -2.667, -0.430)
C (1.298, -1.307, -1.812)
H (4.258, 3.010, 1.457)
H (2.670, 3.516, 2.034)
H (3.160, 3.778, 0.346)
H (2.780, 1.055, 1.671)
H (3.279, 1.768, -1.004)
H (0.851, 2.845, 0.507)
H (1.145, 1.541, -0.652)
H (-1.842, 2.138, 0.025)
H (-1.924, 1.432, 1.605)
H (-3.979, 0.982, 0.513)
H (-2.999, -0.892, -1.565)
H (-4.415, 0.103, -1.519)
H (-3.229, 2.029, -2.433)
H (-3.632, -0.688, 1.912)
H (-3.717, -1.558, 0.534)
H (-1.881, -2.524, 1.204)
H (-1.513, -1.277, 2.320)
H (-1.111, -1.258, -0.702)
H (0.509, -3.353, 1.485)
H (3.047, -2.912, 0.550)
H (3.544, -2.408, -1.026)
H (2.223, -3.532, -0.916)
H (0.798, -2.209, -2.169)
H (0.588, -0.490, -1.895)
H (2.131, -1.088, -2.468)



The calculation returns the following E_tot values, one per record and in order: -157.10000, -286.58991, -923.93980 a.u..
The calculation returns the following energy above the lowest of the compared OMol25 structures with the same formula, charge and spin values, one per record and in order: 60.6, 109.6, 143.4 kJ/mol.